# 1
Molecular formula: C38H42N4P2PdSe2Si2
Method: DFT, ωB97M-V/def2-TZVPD

Calculated values
Net charge: -2
Energy above the lowest of the compared OMol25 structures with the same formula, charge and spin: 3.0 kcal per mole

XYZ file:
```
91
C38H42N4P2PdSe2Si2 (ωB97M-V/def2-TZVPD)
Pd 0.4296 -0.3991 1.6486
Se -1.9913 4.5186 5.2735
P -2.5587 2.4861 5.0171
C -1.7696 1.3674 6.2287
C -1.6418 0.0148 5.9375
C -1.1887 -0.8689 6.9043
C -0.8700 -0.4020 8.1718
C -0.9849 0.9499 8.4619
C -1.4253 1.8360 7.4904
C -4.3293 2.2377 5.4442
C -5.0877 3.3161 5.8701
C -6.4083 3.1342 6.2681
C -6.9724 1.8715 6.2406
C -6.2159 0.7861 5.8092
C -4.9048 0.9684 5.4114
C -2.3709 1.7431 3.4111
C -1.3208 1.5471 2.5041
N -1.8591 0.9709 1.4201
N -3.1588 0.7989 1.6449
N -3.4916 1.2506 2.8298
P 0.4776 1.8984 2.4270
Se 2.1110 1.3799 1.0277
C 0.3770 3.7359 2.1270
C 1.5410 4.5029 2.1949
C 1.5187 5.8560 1.9184
C 0.3299 6.4672 1.5277
C -0.8234 5.7112 1.4321
C -0.8014 4.3553 1.7412
C 1.0418 1.7762 4.1616
C 1.3168 0.5082 4.6670
C 1.7912 0.3498 5.9574
C 2.0156 1.4614 6.7604
C 1.7459 2.7284 6.2655
C 1.2545 2.8844 4.9765
H -1.8709 -0.3508 4.9479
H -1.0723 -1.9150 6.6538
H -0.5128 -1.0907 8.9286
H -0.7129 1.3213 9.4422
H -1.4984 2.8972 7.6914
H -4.6322 4.2980 5.8873
H -6.9889 3.9856 6.5986
H -8.0011 1.7267 6.5477
H -6.6507 -0.2041 5.7702
H -4.3349 0.1240 5.0515
H 2.4753 4.0198 2.4566
H 2.4307 6.4363 1.9898
H 0.3114 7.5258 1.2987
H -1.7545 6.1739 1.1303
H -1.7161 3.7811 1.6807
H 1.1546 -0.3651 4.0233
H 1.9861 -0.6465 6.3338
H 2.3832 1.3371 7.7716
H 1.8891 3.6022 6.8897
H 1.0199 3.8752 4.6224
C -2.0750 -2.7674 0.6552
Si -0.4974 -2.8504 1.6720
C -0.9630 -2.1626 3.3869
C -0.3368 -4.7121 2.1164
C 0.9921 -2.5163 0.6363
C 0.7897 -2.0923 -0.7363
C 1.3974 -2.7646 -1.8301
C 1.1778 -2.3454 -3.1193
C 0.3189 -1.2731 -3.3587
C -0.2506 -0.6737 -2.2475
N -0.0061 -1.0377 -0.9992
Si 2.6684 -2.9257 1.1716
C 2.9967 -2.5205 2.9779
C 3.1284 -4.7770 1.0462
C 3.9927 -2.0425 0.1569
H -2.9206 -3.0937 1.2651
H -2.0021 -3.4253 -0.2107
H -2.2774 -1.7539 0.3014
H -1.8297 -2.7523 3.6963
H -1.2623 -1.1103 3.3520
H -0.1786 -2.2693 4.1380
H -1.2424 -5.1098 2.5786
H 0.4824 -4.8817 2.8159
H -0.1186 -5.2771 1.2117
H 2.0201 -3.6280 -1.6332
H 1.6552 -2.8652 -3.9450
H 0.1092 -0.9134 -4.3574
H -0.9194 0.1762 -2.3551
H 2.3021 -3.0323 3.6467
H 2.9101 -1.4436 3.1534
H 4.0083 -2.8462 3.2295
H 2.5225 -5.3719 1.7262
H 4.1795 -4.9495 1.2905
H 2.9473 -5.1529 0.0386
H 3.6682 -1.0294 -0.0816
H 4.2127 -2.5552 -0.7770
H 4.9172 -1.9764 0.7339
```


# 2
Molecular formula: C22H43N2OS
Method: DFT, ωB97M-V/def2-TZVPD

Calculated values
Net charge: +1

XYZ file:
```
69
C22H43N2OS (ωB97M-V/def2-TZVPD)
C 2.8720 -3.2954 1.8377
C 2.2664 -2.4638 0.6967
C 3.2782 -1.6486 -0.1245
C 3.5025 -0.2080 0.3553
C 4.0029 0.7632 -0.7335
C 3.0431 1.9085 -1.0918
C 1.6188 1.4343 -1.3755
C 0.6692 2.5239 -1.9016
C -0.3596 3.1020 -0.9118
C -1.3205 2.0701 -0.2807
N -0.8349 1.6837 1.0692
C -1.4104 2.2608 2.0800
C -0.9146 2.1555 3.4846
C 0.0062 0.9547 3.7106
C 1.4288 1.2774 4.0531
N -0.3886 -0.2392 3.6241
S -2.7597 3.1990 1.6886
C -2.7627 2.5834 -0.0407
C -3.8927 1.5551 -0.2620
C -3.6081 0.0831 0.0903
C -3.6110 -0.8425 -1.1180
C -3.4586 -2.3162 -0.7395
C -2.7708 -3.1230 -1.8232
O -1.3728 -2.9399 -1.6752
C -0.5844 -3.0249 -2.8536
C 0.4200 -1.8818 -2.8890
H 2.5198 -4.3277 1.8227
H 3.9633 -3.3291 1.7705
H 2.6298 -2.9075 2.8308
H 1.5158 -1.7743 1.1092
H 1.7082 -3.1234 0.0308
H 4.2368 -2.1790 -0.1039
H 2.9770 -1.6224 -1.1784
H 4.2177 -0.2004 1.1854
H 2.5621 0.1583 0.7869
H 4.9575 1.1961 -0.4261
H 4.2129 0.2014 -1.6518
H 3.0421 2.6657 -0.2956
H 3.4101 2.4172 -1.9895
H 1.6616 0.5963 -2.0763
H 1.2176 1.0064 -0.4588
H 1.2637 3.3668 -2.2664
H 0.1188 2.1496 -2.7716
H 0.1425 3.6509 -0.1060
H -0.9669 3.8371 -1.4466
H -1.3638 1.1766 -0.9101
H -0.0638 1.0384 1.2040
H -0.3806 3.0886 3.6980
H -1.7758 2.1240 4.1559
H 1.7834 2.1781 3.5462
H 2.0765 0.4384 3.8115
H 1.5093 1.4630 5.1302
H -1.3844 -0.3225 3.4127
H -2.9239 3.4542 -0.6747
H -4.7695 1.8977 0.2947
H -4.1673 1.6427 -1.3195
H -4.3389 -0.2777 0.8204
H -2.6373 -0.0200 0.5799
H -2.7705 -0.5879 -1.7822
H -4.5229 -0.6791 -1.7036
H -2.8266 -2.3902 0.1537
H -4.4226 -2.7633 -0.4814
H -3.0398 -4.1854 -1.7753
H -3.0542 -2.7680 -2.8261
H -1.2480 -3.0024 -3.7264
H -0.0736 -3.9948 -2.8663
H 0.4500 -1.4130 -1.9022
H 0.1515 -1.1189 -3.6252
H 1.4291 -2.2271 -3.1233
```


no.,orbital gap (eV),HOMO level (Eh),electronic energy (eV)
1,4.90,-0.0310,-214557.110
2,8.36,-0.4383,-39368.214